Density functional theory data (ωB97M-V/def2-TZVPD) for a molecular structure, C37H74CrN4O7SbSi.

Results
* net charge: +2
* relative energy (zero: lowest compared OMol25 entry of this formula, charge and spin): 0.000 eV
* Kohn-Sham gap (alpha / beta): 7.3 / 7.5 eV
* spin multiplicity: 4
* maximum force: 0.48 eV Å⁻¹

```
125
Properties=species:S:1:pos:R:3:forces:R:3:mulliken_charge:R:1
Cr -0.8075 -0.5860 0.4241 0.2 0.3 0.1 0.0878
O 0.6610 0.8444 0.8766 -0.3 -0.1 0.2 -1.2173
H 1.4753 0.3582 1.1306 0.0 0.1 0.1 0.1298
H 0.9180 1.2547 0.0334 0.1 -0.1 -0.2 0.0186
O -2.3923 0.7482 1.0565 0.1 -0.2 0.1 -0.0397
H -3.0741 1.0453 0.4380 0.0 0.1 -0.1 0.2704
H -2.1310 1.5482 1.5381 -0.1 0.0 0.0 0.0716
C -3.3241 8.6190 -6.3207 0.0 0.0 0.0 -1.3710
C -3.2741 7.8045 -5.0567 0.0 0.0 0.0 0.6035
C -4.3917 7.6662 -4.2405 0.0 0.0 0.0 -0.7274
C -4.3473 6.9108 -3.0783 0.0 0.1 0.0 -0.6733
C -3.1629 6.2995 -2.6995 -0.1 0.0 0.0 0.1396
N -3.1202 5.5620 -1.4779 -0.1 0.2 0.2 -0.0591
C -2.7835 4.2719 -1.3063 0.0 -0.2 0.0 0.1906
O -2.8029 3.7253 -0.2064 0.1 -0.2 -0.1 -0.6398
N -2.4338 3.6027 -2.4746 0.2 -0.2 0.0 0.0819
C -1.9667 2.2980 -2.5390 -0.2 0.0 0.0 -0.5646
C -2.0171 1.5863 -3.7360 -0.1 0.0 0.0 -0.5954
C -1.5842 0.2744 -3.7644 0.0 0.0 -0.1 -1.5629
C -1.1341 -0.3273 -2.6050 0.0 0.1 0.1 -0.4845
N -1.0998 0.3425 -1.4476 0.0 0.2 -0.2 1.5770
C -1.4551 1.6325 -1.4276 0.0 0.0 -0.2 -0.8402
C -2.0268 6.4442 -3.4857 0.1 0.1 0.0 -0.1045
C -2.0937 7.1773 -4.6597 0.0 0.0 0.0 -0.5484
H -4.3293 8.9867 -6.5162 0.0 0.0 0.0 0.3513
H -3.0068 8.0243 -7.1776 0.0 0.0 0.0 0.3416
H -2.6569 9.4795 -6.2562 0.0 0.0 0.0 0.3267
H -5.3170 8.1564 -4.5158 0.0 0.0 0.0 0.3235
H -5.2301 6.8107 -2.4588 0.0 0.0 0.0 0.4268
H -3.5259 5.9785 -0.6515 0.1 0.0 0.0 0.3543
H -2.6395 4.0711 -3.3475 0.1 0.0 0.1 0.3188
H -2.4068 2.0546 -4.6319 0.0 0.0 0.0 0.5181
H -1.6080 -0.2914 -4.6852 0.0 0.0 0.0 0.5441
H -0.7678 -1.3446 -2.5985 -0.1 0.1 0.0 0.0779
H -1.3809 2.1614 -0.4978 0.1 0.1 0.1 1.0726
H -1.0832 6.0227 -3.1586 0.0 0.0 0.0 0.4895
H -1.1992 7.2990 -5.2584 0.0 0.0 0.0 0.4197
N -2.2559 -1.9829 -0.2212 0.1 0.0 0.0 -0.3741
H -2.7917 -2.4522 0.5066 0.0 0.1 -0.1 0.0208
H -1.7087 -2.7068 -0.6868 0.0 0.0 0.0 0.1948
H -2.9166 -1.6173 -0.9042 0.0 0.0 0.0 0.3744
C 3.4400 1.7468 -1.4814 0.0 0.0 0.0 -1.0753
C 2.6508 0.8455 -2.4256 0.1 0.1 0.0 1.4874
C 1.7329 1.6927 -3.2910 0.0 0.0 -0.1 -1.4631
C 3.5549 0.0102 -3.3172 0.0 0.0 0.0 -1.1706
O 1.7883 0.0084 -1.6202 -0.1 -0.1 -0.1 0.8437
Si 2.0523 -1.3612 -0.7425 0.1 0.1 0.4 -3.0357
O 0.5891 -1.6667 -0.0738 -0.2 -0.3 -0.3 0.8456
O 3.0558 -0.9635 0.4982 -0.1 0.0 -0.1 1.2862
C 4.4352 -1.2891 0.8679 0.0 0.0 0.0 1.4197
C 5.3704 -1.1670 -0.3248 0.0 0.1 -0.1 -1.3666
C 4.8095 -0.2820 1.9441 0.0 0.0 0.0 -1.5792
C 4.4845 -2.7144 1.3919 0.0 0.0 -0.1 -1.3280
O 2.6612 -2.6001 -1.5655 0.1 0.1 0.1 0.8780
C 2.1386 -3.7163 -2.3091 -0.1 0.0 0.0 1.6826
C 3.2675 -4.1895 -3.2052 0.0 0.0 0.0 -1.8269
C 0.9430 -3.2632 -3.1361 0.0 0.0 0.0 -0.9476
C 1.7287 -4.7966 -1.3178 0.0 0.0 0.0 -1.3455
H 4.1887 2.3181 -2.0300 0.0 0.0 0.0 0.5245
H 3.9452 1.1629 -0.7131 0.0 0.1 -0.1 -0.1432
H 2.7715 2.4589 -0.9873 0.0 0.0 0.0 0.2606
H 2.3141 2.4492 -3.8191 0.0 0.0 0.0 0.5313
H 0.9943 2.2033 -2.6712 0.0 0.0 0.0 0.1296
H 1.2189 1.0797 -4.0337 0.0 0.0 0.1 0.2957
H 4.1841 0.6723 -3.9122 0.0 0.0 0.0 0.5782
H 2.9618 -0.6006 -4.0012 0.0 0.0 0.0 0.2358
H 4.2021 -0.6476 -2.7467 0.1 0.0 0.1 0.0674
H 5.4872 -0.1326 -0.6503 0.0 -0.1 0.0 0.2919
H 5.0228 -1.7778 -1.1580 0.0 0.0 0.0 0.0086
H 6.3545 -1.5353 -0.0364 0.0 0.0 0.0 0.6411
H 4.6057 0.7327 1.5986 0.0 0.0 0.0 0.2312
H 5.8722 -0.3534 2.1754 0.0 0.0 0.0 0.4574
H 4.2490 -0.4582 2.8633 0.1 0.1 -0.1 0.2632
H 4.0896 -3.4081 0.6471 0.0 0.0 0.0 0.0836
H 3.9120 -2.8122 2.3062 -0.1 0.0 0.2 0.0805
H 5.5157 -2.9950 1.6061 0.0 0.0 0.0 0.5506
H 3.5614 -3.4005 -3.8985 0.0 0.0 0.0 0.3506
H 2.9589 -5.0617 -3.7815 0.0 0.0 0.0 0.4519
H 4.1340 -4.4618 -2.6027 0.0 0.0 0.0 0.3329
H 1.1947 -2.3828 -3.7332 0.0 0.0 0.0 0.1220
H 0.1035 -3.0227 -2.4763 0.1 -0.1 0.0 -0.2358
H 0.6252 -4.0578 -3.8107 0.0 0.0 0.0 0.7071
H 2.5908 -5.1354 -0.7425 0.0 0.0 0.0 0.3762
H 1.3055 -5.6541 -1.8419 0.0 0.0 0.0 0.5366
H 0.9805 -4.4054 -0.6237 0.0 0.0 0.0 -0.0315
C -3.1374 0.3205 4.2907 0.0 0.1 0.0 -1.9206
C -1.6379 0.0680 4.4441 0.0 -0.1 -0.1 1.8927
C -1.3447 -0.2831 5.9008 0.0 0.1 0.0 -1.8073
C -0.8492 1.3211 4.0631 -0.1 0.1 0.1 -1.3338
Sb -1.0075 -1.5291 3.0619 0.1 0.0 0.3 2.1993
C -2.5101 -3.1295 3.0655 0.0 0.1 -0.1 1.6174
C -2.6814 -3.8195 4.4178 -0.1 0.0 0.0 -1.8281
C -3.8633 -2.5072 2.6797 -0.1 0.0 0.0 -1.7602
C -2.0607 -4.1733 2.0123 0.0 -0.1 0.0 -1.9139
C 0.8423 -2.3806 3.8628 -0.2 0.0 0.1 2.0154
C 1.9132 -1.3090 3.6889 0.0 -0.1 -0.1 -1.6881
C 0.7700 -2.7823 5.3362 0.1 0.0 0.0 -1.6869
C 1.1507 -3.6093 3.0102 0.1 0.1 0.0 -2.1026
H -3.3832 1.2575 4.8002 0.0 0.0 0.0 0.6044
H -3.7230 -0.4620 4.7690 0.0 0.0 0.0 0.2975
H -3.4656 0.4080 3.2553 0.0 0.0 0.0 0.2800
H -1.8276 0.4618 6.5416 0.0 0.0 0.0 0.5578
H -0.2810 -0.2518 6.1201 0.1 0.0 0.0 0.2832
H -1.7297 -1.2586 6.1926 0.0 -0.1 0.0 0.3123
H -1.1821 2.1553 4.6884 0.0 0.0 0.0 0.5527
H -0.9873 1.6205 3.0222 0.1 0.0 0.0 -0.0093
H 0.2218 1.2057 4.2226 0.0 0.0 0.0 0.2575
H -2.9324 -3.1219 5.2168 0.0 0.0 0.0 0.2628
H -1.8031 -4.3887 4.7064 0.1 0.0 0.0 0.3853
H -3.5095 -4.5319 4.3390 0.0 0.0 0.0 0.5106
H -3.8104 -1.6977 1.9455 0.0 0.0 0.0 0.3144
H -4.3630 -2.0886 3.5491 0.0 0.0 0.0 0.3651
H -4.5209 -3.2858 2.2814 0.0 0.0 0.0 0.4703
H -1.6512 -5.0564 2.5001 0.0 0.0 0.0 0.4947
H -1.2880 -3.8297 1.3186 0.0 0.0 0.0 0.1543
H -2.9179 -4.5142 1.4235 0.0 0.0 0.0 0.3926
H 1.6600 -0.3785 4.1973 0.0 0.0 0.0 0.2516
H 2.1141 -1.1075 2.6355 0.0 0.0 0.0 -0.1538
H 2.8468 -1.6651 4.1357 0.0 0.0 0.0 0.7604
H 0.8803 -1.9298 5.9988 0.0 0.0 0.0 0.3734
H 1.6075 -3.4566 5.5415 0.0 0.0 0.0 0.5394
H -0.1371 -3.3068 5.6113 -0.2 -0.1 0.0 0.2669
H 1.1779 -3.3786 1.9434 0.0 0.0 -0.1 0.3305
H 0.4347 -4.4104 3.1846 -0.1 0.0 0.0 0.3478
H 2.1322 -3.9958 3.2954 0.1 0.0 0.0 0.5880
```
Positions in Å, forces in eV/Å.